{"formula": "C19H15AsN6ReS4", "method": "ωB97M-V/def2-TZVPD", "symbols": ["Re", "C", "C", "N", "C", "C", "N", "C", "C", "C", "C", "C", "N", "C", "C", "N", "C", "C", "N", "C", "C", "C", "N", "C", "C", "H", "H", "H", "H", "H", "H", "H", "H", "H", "H", "H", "H", "S", "As", "S", "S", "S", "C", "H", "H", "H"], "positions_angstrom": [[-0.0937, -0.4599, -0.0936], [0.2399, 2.5601, 3.2707], [0.6451, 1.7399, 2.2256], [-0.2093, 1.3581, 1.2843], [-1.4846, 1.8121, 1.3682], [-1.8728, 2.5848, 2.4530], [-1.0192, 2.9626, 3.3937], [-2.2913, 1.5215, 0.1873], [-3.4359, 2.1883, -0.1792], [-3.9545, 2.0352, -1.4756], [-3.1949, 1.3294, -2.3959], [-2.0215, 0.7052, -1.9883], [-1.6745, 0.6649, -0.6701], [-0.9436, 0.2286, -2.8108], [-0.9069, 0.1819, -4.2062], [0.1750, -0.1226, -4.8858], [1.2781, -0.3998, -4.1687], [1.2846, -0.4055, -2.7986], [0.1758, -0.1009, -2.0839], [-5.1949, 2.7238, -1.8831], [-5.4736, 4.0180, -1.4497], [-6.6368, 4.6346, -1.8816], [-7.5148, 4.0543, -2.6934], [-7.2517, 2.8171, -3.1001], [-6.1155, 2.1142, -2.7301], [0.9447, 2.8688, 4.0305], [1.6647, 1.3920, 2.1430], [-2.8996, 2.9138, 2.5659], [-3.9263, 2.8450, 0.5253], [-3.4768, 1.3099, -3.4402], [-1.7960, 0.4097, -4.7837], [2.1758, -0.6376, -4.7235], [2.1676, -0.6758, -2.2354], [-4.7800, 4.5477, -0.8098], [-6.8756, 5.6446, -1.5678], [-7.9935, 2.3693, -3.7521], [-5.9608, 1.1009, -3.0784], [3.5924, 0.9722, 4.1145], [2.4551, -0.7887, 4.0260], [1.4591, -1.5237, 1.4083], [-0.4218, -1.5550, 2.1326], [0.4944, -0.2455, 4.6205], [-0.5484, -2.4051, -0.9209], [-0.7884, -3.0989, -0.1153], [0.3028, -2.8214, -1.4684], [-1.4028, -2.3853, -1.6084]], "forces_ev_per_angstrom": [[0.5, -0.7, 0.9], [-0.3, 0.2, 0.0], [0.1, 0.0, -0.2], [-0.2, 0.0, -0.1], [0.1, 0.1, 0.3], [-0.1, -0.1, -0.2], [0.2, 0.1, 0.1], [-0.2, 0.3, 0.0], [0.1, -0.2, 0.1], [0.2, -0.1, -0.2], [-0.2, 0.1, 0.0], [0.3, -0.2, 0.0], [-0.5, 0.3, -0.2], [0.0, -0.1, 0.4], [0.2, 0.0, -0.3], [-0.3, 0.1, -0.1], [0.0, 0.0, 0.3], [0.3, -0.1, -0.2], [-0.1, 0.2, -0.5], [-0.1, 0.1, -0.1], [0.0, -0.1, 0.0], [0.0, 0.0, 0.0], [-0.1, 0.1, 0.0], [0.0, 0.0, 0.0], [0.1, 0.0, 0.0], [0.1, 0.0, 0.0], [0.0, 0.0, 0.1], [0.0, 0.0, 0.0], [0.0, 0.0, 0.0], [0.0, 0.0, 0.0], [0.0, 0.0, 0.1], [0.0, 0.0, 0.0], [0.0, 0.0, 0.0], [0.0, 0.0, 0.0], [0.0, 0.0, 0.0], [0.1, -0.1, 0.0], [0.0, 0.0, 0.0], [-0.3, -0.3, 0.0], [0.8, 0.1, 0.1], [0.4, 0.1, -0.7], [-0.4, 0.0, 0.0], [-0.6, 0.0, 0.1], [-0.2, 0.3, 0.3], [0.0, 0.0, 0.0], [0.0, 0.1, 0.0], [0.0, 0.1, 0.0]], "nbo_charge": [1.097, 0.040, 0.052, -0.458, 0.093, 0.028, -0.361, 0.243, -0.235, 0.067, -0.208, 0.144, -0.513, 0.083, 0.058, -0.380, -0.011, -0.012, -0.446, -0.039, -0.251, 0.047, -0.403, 0.047, -0.251, 0.237, 0.246, 0.202, 0.232, 0.232, 0.203, 0.215, 0.226, 0.220, 0.200, 0.200, 0.223, -0.606, 0.621, -0.209, -0.152, -0.408, -0.939, 0.222, 0.212, 0.196], "de_lowest_ev": 0.000, "homo_energy_ev": [-7.510, -7.372], "multiplicity": 4}

***

{"formula": "C19H15Cl5N5OPtS2", "method": "ωB97M-V/def2-TZVPD", "symbols": ["Pt", "Cl", "C", "C", "Cl", "C", "Cl", "C", "O", "C", "Cl", "C", "Cl", "N", "C", "C", "C", "C", "C", "C", "N", "C", "C", "C", "S", "C", "N", "H", "H", "H", "H", "H", "H", "H", "C", "N", "C", "S", "N", "C", "H", "H", "H", "H", "H", "H", "H", "H"], "positions_angstrom": [[-0.9925, 0.2258, 0.5118], [4.6367, -4.0682, 2.7360], [3.4159, -3.1579, 1.9446], [2.6242, -2.2640, 2.6547], [2.8837, -2.0671, 4.3410], [1.6287, -1.5234, 2.0147], [0.7158, -0.3994, 2.9610], [1.3842, -1.6641, 0.6400], [0.4822, -1.0100, -0.0764], [2.2188, -2.5603, -0.0547], [1.9961, -2.7058, -1.7623], [3.2108, -3.2973, 0.5731], [4.1881, -4.3762, -0.3339], [0.3628, 4.0522, 1.1024], [1.6467, 3.6031, 0.8162], [2.8788, 4.2474, 0.8383], [3.9717, 3.4856, 0.4848], [3.8444, 2.1360, 0.1113], [2.6217, 1.5022, 0.0855], [1.5121, 2.2591, 0.4584], [0.1665, 1.9292, 0.5360], [-0.4732, 3.0135, 0.9200], [-1.9070, 2.9085, 1.1290], [-2.8678, 3.8124, 1.4348], [-4.3835, 3.0324, 1.5534], [-3.6662, 1.5427, 1.1788], [-2.3790, 1.6130, 0.9809], [0.1093, 4.9757, 1.4090], [2.9775, 5.2875, 1.1173], [4.9537, 3.9382, 0.4896], [4.7319, 1.5846, -0.1670], [2.5167, 0.4712, -0.2179], [-2.7697, 4.8732, 1.5947], [-4.2059, 0.6097, 1.1218], [-4.2966, -2.5774, -2.9071], [-3.8049, -2.1299, -1.6054], [-2.5625, -1.9542, -1.1566], [-2.4436, -1.5838, 0.5609], [-1.4613, -2.1059, -1.8594], [-1.3052, -2.3790, -3.2851], [-5.3733, -2.4327, -2.9091], [-4.0946, -3.6339, -3.0763], [-3.8763, -1.9851, -3.7134], [-4.4967, -2.0223, -0.8820], [-0.6069, -1.8363, -1.3590], [-1.9091, -3.2241, -3.5978], [-0.2635, -2.6389, -3.4425], [-1.5397, -1.5060, -3.8941]], "forces_ev_per_angstrom": [[0.1, -0.1, 0.1], [0.0, 0.0, 0.0], [0.0, 0.0, 0.0], [0.0, 0.0, 0.0], [0.0, 0.0, 0.0], [0.0, 0.0, 0.0], [0.0, 0.0, 0.0], [-0.1, 0.0, 0.0], [0.0, 0.0, 0.0], [0.0, 0.0, 0.0], [0.0, 0.0, 0.0], [0.0, 0.0, 0.0], [0.0, 0.0, 0.0], [0.0, 0.0, 0.0], [0.0, 0.0, 0.0], [0.0, 0.0, 0.0], [0.0, 0.0, 0.0], [0.0, 0.0, 0.0], [0.0, 0.0, 0.0], [0.0, 0.0, -0.1], [0.1, 0.0, 0.1], [0.0, -0.1, 0.0], [0.0, 0.0, 0.0], [0.0, 0.0, 0.0], [0.0, 0.0, 0.0], [0.0, 0.0, 0.0], [-0.1, 0.1, -0.1], [0.0, 0.0, 0.0], [0.0, 0.0, 0.0], [0.0, 0.0, 0.0], [0.0, 0.0, 0.0], [0.0, 0.0, 0.0], [0.0, 0.0, 0.0], [0.0, 0.0, 0.0], [0.0, 0.0, 0.0], [0.0, 0.0, 0.0], [0.0, -0.2, 0.1], [0.0, 0.2, -0.1], [0.0, 0.3, -0.1], [0.0, 0.0, 0.0], [0.0, 0.0, 0.0], [0.0, 0.0, 0.0], [0.0, 0.0, 0.0], [0.0, 0.0, 0.0], [0.0, -0.2, 0.0], [0.0, 0.0, 0.0], [0.0, 0.0, 0.0], [0.0, 0.0, 0.0]], "nbo_charge": [0.782, 0.074, -0.117, -0.048, 0.073, -0.164, 0.027, 0.373, -0.784, -0.147, 0.025, -0.059, 0.078, -0.488, 0.088, -0.219, -0.182, -0.213, -0.163, 0.158, -0.492, 0.377, 0.074, -0.402, 0.562, -0.119, -0.419, 0.436, 0.231, 0.232, 0.232, 0.231, 0.267, 0.268, -0.423, -0.571, 0.399, -0.180, -0.577, -0.424, 0.229, 0.213, 0.216, 0.421, 0.468, 0.213, 0.238, 0.207], "charge": 1, "de_lowest_ev": 0.186, "homo_energy_ev": -10.376, "multiplicity": 1}

***

{"formula": "C19H15CoNO5S3", "method": "ωB97M-V/def2-TZVPD", "symbols": ["Co", "S", "C", "S", "S", "O", "C", "C", "O", "O", "C", "C", "C", "C", "C", "C", "C", "C", "C", "C", "C", "C", "H", "H", "H", "H", "H", "H", "H", "H", "H", "H", "H", "O", "C", "C", "C", "C", "O", "N", "H", "H", "H", "H"], "positions_angstrom": [[-2.1755, 0.8401, -0.8628], [-2.5460, 4.8184, -2.9084], [-2.3586, 3.3626, -2.1134], [-1.4652, 2.0139, -2.7187], [-3.2125, 2.8497, -0.7144], [0.2276, 1.1352, 0.2808], [1.0748, 0.0389, 0.0080], [0.1459, -1.1238, -0.5300], [0.6951, -2.2170, -0.7114], [-1.0583, -0.8293, -0.6947], [1.8060, -0.3732, 1.2995], [1.8493, 0.5191, 2.3692], [2.5313, 0.2161, 3.5405], [3.1787, -1.0001, 3.6790], [3.1172, -1.9123, 2.6350], [2.4403, -1.6075, 1.4641], [2.0835, 0.3809, -1.0988], [3.0823, -0.5178, -1.4782], [3.9898, -0.1944, -2.4721], [3.9169, 1.0317, -3.1219], [2.9133, 1.9176, -2.7734], [2.0039, 1.5948, -1.7728], [0.7377, 1.9518, 0.2687], [1.3170, 1.4566, 2.3037], [2.5411, 0.9356, 4.3512], [3.7068, -1.2428, 4.5941], [3.5902, -2.8830, 2.7345], [2.3415, -2.3473, 0.6850], [3.1257, -1.4901, -1.0153], [4.7514, -0.9139, -2.7512], [4.6216, 1.2802, -3.9071], [2.8069, 2.8611, -3.2947], [1.1886, 2.2776, -1.5792], [-5.4136, -1.5209, -1.9193], [-4.9853, -1.2195, -0.8200], [-5.5962, -1.7786, 0.4823], [-4.7383, -1.1743, 1.5853], [-3.7575, -0.3216, 0.7946], [-2.8497, 0.3581, 1.2887], [-3.9546, -0.3769, -0.5257], [-5.5669, -2.8679, 0.4420], [-6.6441, -1.4774, 0.5252], [-4.1774, -1.9080, 2.1656], [-5.2850, -0.5422, 2.2865]], "forces_ev_per_angstrom": [[0.1, 0.3, 0.6], [0.2, 0.2, 0.1], [-0.6, -0.3, -0.5], [0.4, -0.2, 0.0], [0.1, 0.1, 0.2], [0.1, 0.0, 0.0], [0.0, 0.0, -0.1], [0.0, 0.1, 0.2], [0.0, 0.1, -0.1], [-0.1, -0.2, -0.5], [0.0, 0.0, 0.0], [0.0, 0.0, 0.0], [0.0, 0.0, 0.0], [0.0, 0.0, 0.0], [0.0, 0.0, 0.0], [-0.1, 0.0, 0.0], [0.0, 0.0, 0.1], [0.0, 0.0, 0.0], [0.0, 0.0, 0.0], [0.0, 0.0, 0.0], [0.0, 0.0, 0.0], [0.0, 0.0, 0.0], [0.0, 0.0, 0.0], [0.0, 0.0, 0.0], [0.0, 0.0, 0.0], [0.0, 0.0, 0.0], [0.0, 0.0, 0.0], [0.0, 0.0, 0.0], [0.0, 0.0, 0.0], [0.0, 0.0, 0.0], [0.0, 0.0, 0.0], [0.0, 0.0, 0.0], [0.0, 0.0, 0.0], [0.0, 0.0, 0.0], [0.0, 0.1, 0.0], [0.0, 0.0, 0.0], [0.0, 0.0, 0.0], [0.1, 0.1, 0.3], [0.0, -0.1, -0.1], [-0.1, -0.2, -0.3], [0.0, 0.0, 0.0], [0.0, 0.0, 0.0], [0.0, 0.0, 0.0], [0.0, 0.0, 0.0]], "nbo_charge": [1.055, -0.308, -0.507, -0.266, -0.212, -0.694, 0.052, 0.801, -0.738, -0.757, 0.087, -0.223, -0.231, -0.232, -0.232, -0.228, -0.033, -0.137, -0.245, -0.238, -0.210, -0.217, 0.469, 0.218, 0.196, 0.190, 0.194, 0.253, 0.218, 0.193, 0.193, 0.208, 0.240, -0.643, 0.677, -0.516, -0.513, 0.656, -0.671, -0.698, 0.211, 0.209, 0.218, 0.213], "charge": -2, "de_lowest_ev": 0.803, "homo_energy_ev": [-1.741, -1.521], "multiplicity": 2}

***

{"formula": "C19H16AlBrN3O2S3", "method": "ωB97M-V/def2-TZVPD", "symbols": ["Al", "C", "C", "C", "C", "C", "C", "C", "C", "C", "S", "C", "N", "H", "H", "H", "H", "H", "H", "H", "H", "Br", "C", "C", "C", "C", "C", "N", "C", "O", "O", "H", "H", "H", "S", "C", "N", "C", "C", "S", "H", "H", "H", "H", "H"], "positions_angstrom": [[-0.6569, -14.4328, -9.1886], [-0.4494, -16.8697, -7.0089], [-0.9935, -17.2963, -8.3569], [-1.4595, -18.5636, -8.5893], [-1.9047, -18.9060, -9.8372], [-1.7258, -18.0368, -10.9173], [-2.0553, -18.4080, -12.2588], [-1.9101, -17.4535, -13.2258], [-1.5308, -16.1134, -12.9588], [-1.2671, -15.7379, -11.6320], [-1.0297, -14.0642, -11.2839], [-1.3255, -16.7122, -10.6208], [-1.0142, -16.3914, -9.3542], [-0.5723, -17.6827, -6.3133], [-0.9118, -15.9714, -6.6366], [0.6133, -16.7059, -7.1167], [-1.4749, -19.1929, -7.6865], [-2.2475, -19.9317, -10.0653], [-2.3552, -19.4229, -12.4668], [-1.9615, -17.7073, -14.2524], [-1.3892, -15.4387, -13.7894], [-0.4469, -9.8784, -5.8674], [0.9634, -11.2669, -5.7550], [1.9837, -11.0212, -4.8815], [3.0746, -11.9237, -4.9099], [3.0532, -12.9077, -5.8404], [1.8983, -13.0750, -6.6456], [0.8224, -12.3141, -6.5474], [1.9323, -14.2523, -7.6038], [2.7295, -15.1319, -7.6008], [0.8923, -14.2814, -8.4037], [2.0192, -10.1388, -4.2751], [3.8653, -11.7431, -4.1495], [3.9143, -13.5675, -5.8902], [-2.1257, -12.9864, -8.1880], [-3.4606, -13.1947, -9.2629], [-3.8682, -12.2464, -10.0657], [-4.8484, -12.6407, -11.1092], [-4.9143, -14.1862, -11.0941], [-4.3993, -14.6398, -9.4355], [-3.3272, -11.4063, -10.1075], [-4.4384, -12.2469, -12.0138], [-5.8027, -12.1316, -10.8606], [-4.3087, -14.7023, -11.8361], [-5.8993, -14.5206, -11.3290]], "forces_ev_per_angstrom": [[1.3, -0.5, 1.1], [-0.1, -0.6, -1.0], [0.3, 1.9, -0.2], [-0.4, -1.0, 1.0], [0.6, -1.5, -0.2], [-0.8, 0.2, -0.7], [0.4, 0.8, 0.7], [0.6, 0.3, 0.1], [0.3, -1.0, 1.8], [-0.7, -0.2, -2.2], [0.4, 0.9, -0.4], [-0.4, -1.3, -0.4], [0.5, 1.3, 1.5], [-0.2, -0.1, 0.4], [-0.3, 0.4, 0.2], [0.4, 0.2, 0.0], [-0.2, -0.1, -0.9], [0.0, 0.7, 0.3], [0.0, -0.1, -0.1], [-0.5, -0.4, -0.8], [-0.1, 0.2, 0.1], [0.7, -1.0, 0.1], [-1.6, 0.9, -0.1], [1.2, -0.6, -0.2], [-0.7, 2.0, 1.5], [0.0, -0.9, -0.5], [1.7, -0.7, 0.7], [0.4, 0.5, -0.4], [-1.7, 0.5, 0.2], [1.3, -0.5, 0.4], [-1.7, 0.2, -1.1], [-0.2, 0.2, 0.3], [-0.4, -0.4, -1.0], [-0.4, -0.2, -0.4], [-0.3, 0.1, 0.6], [0.0, 0.0, -0.2], [0.0, -1.2, 0.0], [-0.1, 0.4, 1.0], [0.0, 0.8, -0.4], [0.5, -0.4, 0.4], [0.2, 0.5, -0.2], [-0.1, 0.1, -0.8], [0.4, -0.6, -0.3], [0.6, 0.4, 0.1], [-0.9, -0.1, 0.3]], "nbo_charge": [1.652, -0.661, 0.311, -0.264, -0.058, -0.103, -0.183, -0.189, -0.185, -0.203, -0.276, 0.222, -0.644, 0.238, 0.238, 0.268, 0.244, 0.238, 0.233, 0.228, 0.239, 0.006, 0.197, -0.265, -0.145, -0.217, 0.090, -0.435, 0.791, -0.553, -0.945, 0.247, 0.239, 0.253, -0.158, 0.029, -0.516, -0.227, -0.557, 0.401, 0.439, 0.239, 0.233, 0.247, 0.259], "charge": 1, "de_lowest_ev": 0.110, "homo_energy_ev": -11.216, "multiplicity": 1}

***

| no. | E_tot (eV) |
| --- | --- |
| 1 | -135195.869 |
| 2 | -116971.079 |
| 3 | -101810.981 |
| 4 | -137672.902 |